Record 1
33
Properties=species:S:1:pos:R:3:lowdin_charge:R:1 method="wB97M-V/def2-TZVPD" gap_ev=8.8953 e_homo_ha=-0.4974 smiles="[H]/N=C/Cc1cc(COC)c[n+]([C@H](F)CC)n1" max_force_ev_per_a=0.81 charge=+1
N 0.0642 3.4697 2.6542 0.11
H 1.6373 -2.1263 1.5244 0.13
C 0.7363 -0.2641 0.8639 -0.11
H -2.1181 -3.5761 -2.9192 0.09
C -0.4550 3.2892 0.2917 -0.09
H 4.6460 -0.7199 0.5648 0.10
C -2.3838 -1.9447 -1.5422 -0.15
C 1.6565 -1.0615 1.7619 -0.16
H 0.4182 3.7668 -0.1512 0.14
H 3.2622 -1.5784 -0.0893 0.09
C -0.7005 3.7630 1.6998 -0.21
H -3.3354 -1.8550 -2.0514 0.12
C -1.5622 -0.7579 -2.0376 -0.28
C 3.5741 -0.6638 0.4175 -0.08
O 2.9756 -0.5681 1.7037 -0.16
C -0.0101 -0.8559 -0.1515 0.06
H 1.3340 -0.8874 2.7838 0.15
H -1.3103 3.5513 -0.3226 0.12
F -2.3386 0.1891 -2.5838 0.08
H -2.5387 -1.8690 -0.4701 0.12
C 0.6152 1.1028 1.0243 0.11
H 1.1713 1.6359 1.7796 0.13
H -0.8045 -1.0665 -2.7555 0.17
H -2.0327 -4.0748 -1.2333 0.08
H -0.2542 3.8796 3.5279 0.07
H 3.3533 0.2119 -0.1913 0.09
H -1.5753 4.3935 1.8450 0.12
H 0.0497 -1.9184 -0.3234 0.15
N -0.9490 1.1974 -0.7822 0.21
C -1.7566 -3.2970 -1.9339 -0.08
C -0.2594 1.7997 0.1759 -0.18
N -0.7909 -0.0989 -0.9125 -0.01
H -0.6737 -3.2444 -2.0132 0.07

Record 2
37
Properties=species:S:1:pos:R:3:lowdin_charge:R:1 method="wB97M-V/def2-TZVPD" gap_ev=2.9488 e_homo_ha=-0.5608 max_force_ev_per_a=2.57 charge=+2
C 3.3168 -0.8621 -0.3218 -0.18
O 1.7784 0.8119 -3.3841 -0.12
C -2.0684 -0.8928 -0.2264 -0.03
C 4.0516 -0.4205 0.9716 -0.23
H 6.0380 -0.5397 0.5822 0.11
N 0.3343 1.3092 -1.5205 -0.01
H -1.5935 0.7591 2.1861 0.13
H 4.1653 -1.2652 1.6658 0.14
C -2.7921 -0.0551 0.5696 -0.22
O 1.1242 2.8676 0.2573 -0.18
N 5.3377 0.1960 0.6190 0.09
H 2.3847 -1.3051 0.0096 0.10
O 1.0367 -1.0188 -2.1345 -0.13
H 5.5855 0.8538 1.3524 0.10
H 3.8764 -1.6051 -0.8823 0.13
H -4.3971 -2.9410 -1.4592 0.14
C 3.0760 0.4285 -1.1507 -0.20
C -4.6930 -1.3448 -0.0593 -0.16
H -1.0030 -0.7414 -0.2970 0.08
C -4.1447 -0.3168 0.6621 -0.27
C -2.6135 -1.9213 -0.9459 -0.01
S 1.5221 0.3244 -2.0511 0.58
S 0.3248 1.6973 0.1174 0.58
O 0.6917 0.5927 0.9384 -0.21
H 3.1776 1.3305 -0.5518 0.10
C -3.9631 -2.1453 -0.8725 -0.03
In -5.4216 -1.0167 2.7585 1.15
H -3.0119 1.6682 1.7328 0.12
H -5.7660 -1.5215 0.0146 0.11
C -2.1660 1.1063 1.3262 -0.13
H -1.9175 2.1463 -0.5154 0.12
H -1.9480 -2.5176 -1.5524 0.13
H -1.4563 3.1311 0.8475 0.12
H 3.4639 0.3330 1.4938 0.11
H -4.7664 0.3253 1.2960 -0.02
C -1.4036 2.1192 0.4494 -0.17
H 3.8400 0.4303 -1.9259 0.12

Record 3
38
Properties=species:S:1:pos:R:3:lowdin_charge:R:1 method="wB97M-V/def2-TZVPD" gap_ev="7.1705 / 6.1801" spin_multiplicity=6 e_homo_ha="-0.4270 / -0.4817" s_squared=8.77 e_above_lowest_kcal_mol=0.0 max_force_ev_per_a=0.09 charge=+1
C 1.8567 -2.3734 2.3581 -0.22
H 0.8069 3.5271 -0.4939 0.13
S 0.9045 -4.4231 -4.0617 0.87
H 3.2414 -2.8475 0.9500 0.12
H 2.6157 -2.2470 3.1278 0.13
H 0.6915 -3.8204 3.3861 0.10
H -2.9741 0.2687 1.3481 0.18
H 1.1504 -1.5481 2.4071 0.10
O -2.8726 2.5527 0.4707 0.15
C -1.1972 2.4504 -1.9514 -0.15
C 1.1706 -3.7102 2.4129 -0.06
H -1.2712 0.4462 -2.8047 0.07
C 0.1864 0.9062 -0.6036 -0.48
C -1.2176 -0.5663 0.7308 -0.53
C -1.9116 1.3258 -2.6902 -0.06
H 0.9544 3.8199 1.9866 0.09
H 1.1845 2.1286 1.5728 0.08
O 2.5534 -2.1778 1.0668 -0.24
H -2.8244 1.0227 -2.1732 0.09
H -0.3656 2.6872 2.2269 0.08
C -2.0064 1.7400 0.2921 -0.40
Ir 1.4460 -1.4732 -0.6762 1.21
H -0.7321 4.0827 0.1614 0.13
N -2.1295 0.4582 0.8233 0.23
O 1.2323 0.9122 -1.2710 -0.01
H -2.1975 1.6473 -3.6902 0.09
O -1.3869 -1.6582 1.2208 0.08
H -0.3055 2.7628 -2.4957 0.13
C 0.4604 2.9478 1.5617 -0.06
N -0.0514 -0.2596 0.0433 -0.03
S -0.0011 -3.3636 -1.4363 0.58
H -1.8516 3.3167 -1.8539 0.13
H 0.3963 -3.7841 1.6506 0.05
C -0.0278 3.2508 0.1516 -0.15
C 1.0560 -3.3748 -2.7752 -1.72
C -0.7574 2.0662 -0.5220 -0.31
H 1.8822 -4.5303 2.3014 0.09
S 2.2920 -2.1628 -2.7515 0.53

Record 4
30
Properties=species:S:1:pos:R:3:lowdin_charge:R:1 method="wB97M-V/def2-TZVPD" gap_ev=7.9790 e_homo_ha=-0.4095 e_above_lowest_kcal_mol=15.9 max_force_ev_per_a=2.36 charge=+1
N -1.0167 -0.4006 -2.0253 0.08
H -1.5553 0.5225 2.4085 0.16
C 2.5461 -1.5440 -1.9975 -0.04
C 0.0070 -1.2201 -2.4929 -0.04
H 2.9339 -1.6451 -0.9863 0.08
H 2.8560 1.1187 -0.6225 0.12
C 0.9371 0.2499 -1.0969 -0.15
H -0.7256 -2.2646 2.5658 0.13
C 1.7813 1.1712 -0.4550 -0.03
H -0.4674 3.0095 1.1301 0.09
H 3.2498 -0.9797 -2.6120 0.09
N -0.8400 -0.1983 2.3041 0.18
C -0.4415 0.5292 -1.1838 -0.24
C -1.9894 -1.4210 4.1693 -0.05
H -0.0173 0.0067 2.8645 0.17
C -0.9634 1.5606 -0.4119 -0.07
H -1.7723 -0.4406 4.5833 0.08
C 1.2702 2.3029 0.1410 -0.08
H -3.0279 -1.7107 4.2859 0.09
H -1.7821 -0.1143 -2.6212 0.16
H -0.5111 -0.3161 1.3390 0.13
H 1.8506 3.1225 0.5363 0.10
C -1.4990 -1.5270 2.7156 -0.15
H 2.5499 -2.5343 -2.4602 0.08
H -2.0070 1.8522 -0.3567 0.11
H -1.4196 -2.1195 4.7657 0.08
H -0.2045 -1.9989 -3.1957 0.13
H -2.3469 -1.5576 2.0455 0.13
C 1.1902 -0.9249 -1.9085 -0.22
C -0.1441 2.3985 0.3204 -0.11

Record 5
30
Properties=species:S:1:pos:R:3:lowdin_charge:R:1 method="wB97M-V/def2-TZVPD" gap_ev=7.9835 e_homo_ha=-0.4010 e_above_lowest_kcal_mol=71.6 max_force_ev_per_a=6.40 charge=+1
H -0.6771 -1.7658 -2.0159 0.08
H 0.3429 1.5183 -3.5833 0.11
H -2.1395 3.3494 0.1423 0.08
H -0.4209 -1.5109 -3.7374 0.10
H -0.0579 -1.2876 2.1005 0.11
H 0.4243 -0.3748 0.9488 0.10
C -1.7881 2.4271 0.2963 0.02
H 2.0977 -1.5961 3.1129 0.13
H 0.9561 -1.2939 -2.7359 0.02
H -2.8589 2.0010 2.2506 0.12
C 3.0893 -1.4687 1.2258 -0.08
H 4.0097 -1.7555 1.9764 0.15
H 0.8431 -1.9886 0.9813 0.14
N 0.6884 -1.1448 1.5026 0.22
C -1.6487 -0.4338 0.1439 -0.07
C -2.2814 1.5664 1.4038 -0.03
C -0.0409 -1.1365 -2.7298 -0.02
H -2.6541 -0.3233 2.0625 0.10
N -0.7637 2.4545 -1.9070 0.08
C -1.0346 0.4419 -0.8571 -0.11
H 2.2058 0.0397 2.3714 0.10
C -0.2392 1.4739 -2.7333 -0.03
H -1.9829 -1.4088 0.0435 0.09
C -0.4641 0.2511 -2.1560 -0.22
C -1.1418 1.8785 -0.7207 -0.26
H 3.4643 -0.4566 0.6123 0.15
H 2.6863 -2.1854 0.5886 0.04
C -2.1551 0.1988 1.2662 -0.16
C 2.0660 -0.9751 2.2250 -0.16
H -0.5250 3.5057 -2.0782 0.22

Record 6
30
Properties=species:S:1:pos:R:3:lowdin_charge:R:1 method="wB97M-V/def2-TZVPD" gap_ev=9.9240 e_homo_ha=-0.4618 smiles="C=C[C@@H]1CCc2c1[n+](C)c(C)n2C" e_above_lowest_kcal_mol=45.5 max_force_ev_per_a=3.40 charge=+1
C -1.0277 -1.0025 -0.9059 -0.25
H -2.6951 -2.2704 -0.8821 0.07
H 1.0814 -1.4176 -2.7864 0.12
C -0.6094 2.1563 0.7824 -0.10
H 1.1652 2.4740 1.9711 0.13
C 0.4295 0.4678 -0.3766 -0.12
H 3.1370 -1.0257 2.3059 0.07
H -3.3423 -1.0692 0.6343 0.12
H -1.1413 3.0056 0.2827 0.15
C 1.2260 -1.4673 -1.7120 0.04
C 2.3785 -0.3704 1.8917 0.02
C -0.7677 0.8580 0.1152 -0.16
C 2.6724 0.5440 0.9810 -0.15
H -3.6496 0.2036 -0.4681 0.10
H 3.7212 0.4734 0.6180 0.11
H 2.2677 1.5914 -0.7023 0.15
H -1.0467 2.0329 1.7855 0.13
C 0.8730 2.3764 0.9394 -0.10
H 1.1004 3.2400 0.4181 0.10
C -1.7288 -2.1968 -1.3226 0.05
N -1.6386 -0.1088 -0.1683 0.00
H 1.2411 -0.5848 1.9809 0.10
H 1.0640 -2.4932 -1.4632 0.09
N 0.2686 -0.7349 -0.9783 0.01
H -1.1439 -3.0324 -0.8664 0.12
H 2.1915 -1.0959 -1.2570 0.13
H -2.8883 0.6516 1.1175 0.11
H -1.7404 -2.4103 -2.3836 0.11
C 1.5959 1.2729 0.1311 -0.21
C -2.9937 -0.0679 0.3182 0.06

Record 7
32
Properties=species:S:1:pos:R:3:lowdin_charge:R:1 method="wB97M-V/def2-TZVPD" gap_ev=7.2688 e_homo_ha=-0.3794 e_above_lowest_kcal_mol=13.5 max_force_ev_per_a=1.59 charge=+1
H 4.9592 -0.1036 -0.0561 0.11
H -5.5009 -1.7009 -0.0422 0.08
H -2.4454 -1.5835 2.7021 0.11
N 2.7023 0.5128 -1.9320 0.22
C -0.6564 -0.4680 2.3657 -0.10
H -1.5751 0.2293 -2.2022 0.14
H -4.6013 -2.0878 1.4403 0.07
H 4.1432 -0.0644 1.5295 0.10
H 3.2776 1.9485 0.8685 0.16
C -1.8822 -0.9794 2.0039 -0.01
N 3.3338 1.2312 0.1611 0.05
C -3.2439 -0.7846 -1.3769 -0.05
C -4.5712 -2.1016 0.3519 -0.03
H 1.0405 0.7116 1.8294 0.07
H -3.9365 -0.9689 -2.1833 0.13
C 4.0124 -0.0164 0.4616 -0.03
H 2.5157 3.0714 -2.2772 0.14
C -2.2879 -0.8309 0.6759 -0.12
H 3.2948 -0.8392 0.3776 0.10
H 2.0914 0.6278 -2.7215 0.14
N -2.1652 0.1104 -1.3946 0.07
C -3.4248 -1.2443 -0.1195 -0.22
C -0.2566 0.4716 0.1543 -0.03
C 0.1283 0.2680 1.4740 -0.12
H 0.3619 1.0549 -0.5154 0.07
C 2.8697 1.4922 -1.0477 -0.47
H 2.4743 3.4022 -0.6286 0.13
C -1.5056 -0.0300 -0.1842 -0.22
H 3.2131 -0.3532 -1.8818 0.12
H -4.4229 -3.1625 0.1274 0.08
H -0.3091 -0.5129 3.3901 0.10
N 2.3670 2.7004 -1.3503 0.20

Record 8
40
Properties=species:S:1:pos:R:3:lowdin_charge:R:1 method="wB97M-V/def2-TZVPD" gap_ev=5.5848 e_homo_ha=-0.0458 e_above_lowest_kcal_mol=18.7 max_force_ev_per_a=1.77 charge=-2
H -0.3172 -3.9478 -0.9965 0.11
H 4.0451 -0.2665 0.0935 0.09
H -1.4012 -2.2238 -2.3264 0.08
H -0.2690 -3.1844 0.6111 0.11
C 3.0866 -0.2959 0.6148 -0.06
Sb 3.3849 4.7895 0.1166 -0.10
H 2.1468 -3.7150 -1.1794 0.12
C -1.0985 -1.5567 -1.5138 -0.05
S 5.3856 4.2997 1.1412 -0.39
S 2.8821 2.8075 -1.1995 -0.17
H -1.0461 -0.5385 -1.8833 0.08
S 0.8196 4.1665 0.8516 -0.18
H -5.3899 -0.2040 0.2010 0.07
H -1.5907 3.1114 -1.0348 0.09
S -0.3688 -0.2891 2.0210 0.52
C -1.4865 0.6583 1.1558 -0.87
C -3.3126 2.0171 -0.3666 -0.05
H -5.8033 1.5019 0.4361 0.06
C 1.6708 -3.6708 -0.1966 -0.17
H 1.7407 -4.6496 0.2816 0.11
C 2.3416 -2.6086 0.6446 -0.19
C 1.0966 -0.9461 -0.6767 -0.52
C -5.1453 0.6976 0.7677 -0.05
C 0.2311 -3.2429 -0.3656 -0.20
C -1.9694 2.3158 -0.4070 -0.17
N 0.2081 -1.9535 -1.0221 -0.09
C -3.6969 1.0544 0.5616 -0.38
H 3.2420 -0.5331 1.6693 0.09
S 3.6941 6.5361 -1.3359 -0.40
N 2.2009 -1.2983 0.0302 -0.08
H 2.6442 0.6907 0.5639 -0.01
Pt 0.9438 2.2174 -0.2086 0.32
O 0.8950 0.1728 -1.1701 -0.14
H 1.8943 -2.5853 1.6471 0.12
N -2.8209 0.3924 1.2907 0.07
H 3.4092 -2.8115 0.7452 0.12
H -1.8449 -1.6042 -0.7121 0.08
H -4.0226 2.5300 -1.0006 0.09
N -1.0595 1.6787 0.3294 -0.15
H -5.3196 0.4877 1.8219 0.07

Record 9
30
Properties=species:S:1:pos:R:3:lowdin_charge:R:1 method="wB97M-V/def2-TZVPD" gap_ev="6.9839 / 6.9864" e_homo_ha="-0.4224 / -0.4225" e_above_lowest_kcal_mol=117.8 max_force_ev_per_a=3.32 charge=+1
H -2.5563 0.5006 2.3265 0.09
H -3.0182 -0.5511 0.9875 0.09
H 0.9265 -1.9259 0.5269 0.12
C -0.7345 -0.0102 -0.5697 0.12
C -1.0091 -1.2450 -1.2299 -0.16
C -2.1757 -0.1520 1.5459 -0.01
C -0.1017 1.2140 1.4102 -0.09
C -2.0264 1.7838 -0.0967 0.02
H -2.3968 2.4560 0.6727 0.11
N 1.1453 1.0764 1.0353 -0.32
H 4.1788 3.2235 1.4798 0.01
H -0.3142 1.8109 2.2834 0.12
H -1.6710 -1.9174 -0.6656 0.13
H 3.1448 -0.7207 0.1499 0.13
H -1.3855 2.3411 -0.7755 0.10
P 2.4277 1.7900 2.1630 1.05
H -1.6400 -0.9749 2.0136 0.09
C 3.3279 2.6826 1.0990 -0.26
H 2.6742 -0.4691 -1.5302 0.12
C -1.2384 0.6302 0.6139 -0.53
C 0.3507 -1.9194 -1.5683 -0.16
H -2.8731 1.3812 -0.6461 0.10
C 1.6708 0.6918 -0.1079 -0.02
H 0.7673 -1.4736 -2.4713 0.12
C 2.2812 -0.5760 -0.5162 -0.19
H 0.1334 -2.9662 -1.7789 0.12
C 1.4025 -1.8426 -0.4522 -0.18
H 3.1372 2.7682 0.0424 0.02
H -1.5002 -1.0351 -2.1856 0.16
H 2.0770 -2.6918 -0.5708 0.12

Record 10
29
Properties=species:S:1:pos:R:3:lowdin_charge:R:1 method="wB97M-V/def2-TZVPD" gap_ev=10.3230 e_homo_ha=-0.3460 smiles=CC(C)(C)C.c1ccccc1 e_above_lowest_kcal_mol=99.9 max_force_ev_per_a=6.51
C 2.4809 0.9462 -1.0212 -0.11
H -1.0220 -1.3414 -1.5086 0.11
H -3.7548 0.0848 -1.4006 0.08
H 2.5783 -1.4396 1.8874 0.11
C -1.5424 1.5723 0.3716 -0.02
H 2.9516 -0.9094 -2.3061 0.13
C -1.7757 0.0696 -0.1067 -0.66
H 1.8986 2.3814 0.4410 0.09
C 2.3069 -0.7558 1.0446 -0.16
C 2.2992 1.4202 0.2394 -0.12
C -3.2720 -0.2249 -0.4078 -0.10
H -0.8552 0.2228 -2.1108 0.09
H -1.2588 -2.0210 0.2271 0.13
H -1.8102 2.1369 -0.4607 0.06
H -2.0800 1.7759 1.2779 0.07
C -0.8432 -0.2652 -1.1385 -0.14
C -1.3193 -1.0243 1.0798 -0.05
H -3.4263 -1.4587 -0.2981 0.13
C 2.8009 -0.3980 -1.2896 -0.07
H -3.9274 0.4097 0.2700 0.07
H -0.5226 1.6132 0.6441 0.04
C 2.7650 -1.2205 -0.1722 -0.12
H -0.3561 -0.7319 1.3304 -0.02
H -2.1529 -1.4108 1.9746 0.14
H 2.2294 0.9894 2.4203 0.13
C 2.1571 0.5896 1.3700 -0.08
H 2.9984 -2.3044 0.0225 0.12
H 2.3959 1.5443 -1.8603 0.08
H 0.0569 -0.2504 -0.5195 0.05

Record 11
29
Properties=species:S:1:pos:R:3:lowdin_charge:R:1 method="wB97M-V/def2-TZVPD" gap_ev=10.2399 e_homo_ha=-0.3425 smiles=CC(C)(C)C.c1ccccc1 e_above_lowest_kcal_mol=31.2 max_force_ev_per_a=3.19
H 2.4150 -2.2959 0.5758 0.12
H -0.1202 -0.1354 2.6452 0.05
C -1.2731 -0.0321 0.1091 -0.05
C 0.2768 0.5824 2.0291 -0.08
H -2.0205 -0.7709 0.6661 0.12
H 0.6916 1.5803 -0.3842 0.05
H -0.4096 -0.5896 -0.2926 0.01
H -1.8527 0.3992 -0.7543 0.09
H 0.8442 1.4721 2.5444 0.13
H 0.4577 -3.6372 -0.1185 0.11
H 0.3510 3.0291 0.6675 0.09
C 0.3517 -1.2600 -2.5600 -0.14
H -0.7535 -3.1995 -2.2778 0.12
H 2.8211 0.0172 -0.6237 0.11
H -0.8288 2.4142 -0.5811 0.08
C 1.7914 -1.9492 -0.2966 -0.11
C -1.8825 1.8270 1.8720 -0.07
H 0.9587 -0.0241 1.4789 0.04
C 1.3107 -0.3838 -2.1411 -0.12
C -0.0049 -2.4545 -1.8993 -0.07
H -2.4015 1.1842 2.6219 0.08
H -1.3758 2.7056 2.3312 0.08
H -2.6177 2.1989 1.0996 0.09
C -0.0617 2.1470 0.1557 -0.07
C -0.7279 1.1222 1.0755 -0.66
C 0.7745 -2.7676 -0.7426 -0.12
H 1.4683 0.5193 -2.8107 0.13
C 2.0171 -0.6775 -0.9434 -0.10
H -0.1997 -1.0210 -3.4460 0.09

Record 12
29
Properties=species:S:1:pos:R:3:lowdin_charge:R:1 method="wB97M-V/def2-TZVPD" gap_ev=9.8904 e_homo_ha=-0.3274 smiles=Cc1ccccc1.CC(C)C e_above_lowest_kcal_mol=65.0 max_force_ev_per_a=5.45
H -1.3081 -0.6222 -1.0585 0.08
H -1.7659 1.4895 0.6971 0.09
H 3.2541 0.1442 -1.3722 0.10
H -0.4031 0.7478 2.3683 0.07
C 0.6143 0.3333 2.4509 -0.06
C 1.9884 -1.5981 -1.1311 -0.10
H -2.9550 -0.5960 -0.8164 0.03
H 0.6976 -0.1726 3.4060 0.07
C 2.4592 -0.3237 -0.8023 -0.11
H -4.1069 0.8783 -0.7677 0.05
C 0.7059 -1.7143 0.9153 -0.10
H 2.4102 1.2704 0.5571 0.13
H -3.9266 2.6623 -0.4186 0.08
H -3.4651 1.8720 -1.8742 0.06
H 0.2519 -2.3672 1.6303 0.12
C -0.8963 1.7808 -1.1868 -0.13
C -3.4481 1.7413 -0.8052 -0.07
H 1.0711 -3.3440 -0.2668 0.12
C 2.0060 0.2048 0.4176 -0.08
H 0.1758 1.4192 -1.0386 0.06
C 1.0755 -0.4372 1.2923 -0.30
C -2.0190 1.3394 -0.3288 -0.46
H 2.2392 -1.7269 -2.2886 0.15
C -2.0972 -0.2053 -0.4056 -0.08
H -0.8096 2.9201 -1.2202 0.09
H -1.7890 -0.5270 0.6126 0.08
C 1.3040 -2.2595 -0.1396 -0.14
H -1.0012 1.4753 -2.3475 0.12
H 1.2746 1.3080 2.5380 0.12